Here is a 11-piece molecular cluster, H22O11 overall from OMol25. Energies are from ωB97M-V/def2-TZVPD.

Structure (XYZ):
```
33
H22O11 | OMol25 | ωB97M-V/def2-TZVPD
O 2.971 -0.902 0.188
H 3.423 -0.182 -0.243
H 2.496 -0.475 0.881
O 1.158 -1.056 -2.116
H 1.992 -0.868 -1.664
H 0.846 -1.936 -1.746
O 1.919 0.814 2.092
H 1.257 1.175 2.628
H 1.909 1.423 1.325
O 0.137 0.390 -0.050
H 0.057 -0.204 0.710
H 0.371 -0.083 -0.827
O -0.511 -1.053 -4.379
H -0.082 -0.944 -3.548
H 0.055 -1.715 -4.747
O -0.385 -1.394 2.058
H -0.057 -1.471 2.952
H -0.354 -2.257 1.668
O -1.518 -1.735 -1.270
H -2.090 -1.699 -0.478
H -2.025 -1.339 -1.967
O 2.196 2.928 0.159
H 1.453 3.019 -0.423
H 1.988 3.564 0.868
O -2.187 0.860 -1.617
H -2.706 1.260 -0.941
H -1.376 0.693 -1.159
O -2.969 -1.136 2.473
H -3.399 -1.296 1.673
H -1.984 -1.212 2.218
O -1.124 2.525 1.704
H -0.841 2.191 2.564
H -0.618 2.113 1.014
```

Properties
* LUMO: -0.010 hartree
* relative energy (zero: lowest compared OMol25 entry of this formula, charge and spin): 158.8 kJ/mol
* HOMO: -10.893 eV